C22H50BaNPSi4Te | ωB97M-V with the def2-TZVPD basis set

Last column: Löwdin charge in e.
Geometry (Å):
C -4.04258 -1.69994 2.18356  -0.0827
C -3.16631 -2.65223 1.68857  -0.0526
C -1.98843 -2.27981 1.03986  -0.3150
C -1.87471 -0.91502 1.05233  -0.4254
C -2.68596 0.13631 1.43239  -0.3644
C -3.83435 -0.34511 2.06217  -0.0646
C -1.06048 -3.26838 0.40214  -0.1349
C -0.49980 -2.89386 -0.97069  -0.2770
N -1.28977 -3.28871 -2.11065  -0.2808
Ba 0.19917 -0.14360 0.25150  1.2498
C -2.42082 1.58797 1.07111  -0.3315
P -1.78151 1.74064 -0.62844  0.6592
H -3.33367 -3.70399 1.73398  0.0978
H -4.52811 0.40549 2.39390  0.0990
H -4.93511 -2.04735 2.67800  0.0987
H -1.71471 2.06739 1.78561  0.0977
H -3.36914 2.14878 1.10949  0.0934
H -0.20391 -3.50466 1.04703  0.1207
H -1.64311 -4.19454 0.27869  0.1295
H -0.37475 -1.80462 -1.11346  -0.0160
C -1.24797 3.40880 -0.97568  -0.2751
C -3.04795 1.17127 -1.74122  -0.2697
H 0.52377 -3.30058 -1.07754  0.1315
C -2.53566 -2.55527 -2.27891  -0.0722
C -0.50983 -3.35362 -3.33106  -0.1016
H 1.69584 1.14178 -0.57214  -0.0405
H -3.09847 -2.99695 -3.11547  0.0921
H -3.15220 -2.61369 -1.37101  0.0916
H -2.37557 -1.48095 -2.51745  0.0733
H -1.12029 -3.79165 -4.13312  0.0878
H -0.15433 -2.36047 -3.67410  0.0873
H 0.36894 -3.99141 -3.16746  0.0883
H -3.83832 1.91461 -1.65734  0.0457
H -2.64307 1.12659 -2.75724  0.0506
H -3.40269 0.17854 -1.45109  0.0392
H -2.16477 3.98479 -0.89927  0.0392
H -0.49531 3.72321 -0.25060  0.0421
H -0.83223 3.42858 -1.98673  0.0512
H 1.53328 0.54078 -1.30662  0.0100
C 2.43496 4.09305 2.34879  -0.2221
Si 3.69246 2.95843 3.12696  0.2887
C 5.23772 3.96451 3.42488  -0.2082
C 2.99457 2.41448 4.76560  -0.2205
Si 4.12142 1.08742 1.78927  -0.0405
Te 2.63488 -0.85801 2.05167  0.2448
Si 4.63145 1.86413 -0.35773  0.2850
C 6.26957 2.76257 -0.37411  -0.2072
C 4.72781 0.40121 -1.51115  -0.2220
C 3.42851 3.10131 -1.08132  -0.2298
Si 5.98172 -0.03239 2.65707  0.2433
C 7.56927 0.94086 2.74402  -0.2112
C 5.52648 -0.58628 4.38149  -0.2395
C 6.24943 -1.53193 1.57804  -0.2434
H 2.21235 4.89087 3.07214  0.0363
H 1.50664 3.54620 2.11931  0.0227
H 2.82855 4.55484 1.43922  0.0081
H 4.95905 4.84100 4.02939  0.0365
H 5.97909 3.37971 3.98055  0.0162
H 5.67495 4.31399 2.47846  0.0209
H 2.05792 1.86187 4.60632  0.0292
H 3.70278 1.78549 5.31375  0.0166
H 2.78167 3.32006 5.35387  0.0341
H 7.09191 2.09789 -0.08769  0.0152
H 6.44811 3.11791 -1.40110  0.0375
H 6.24244 3.63340 0.29660  0.0230
H 3.76807 -0.12934 -1.53353  -0.0012
H 4.95601 0.78349 -2.51702  0.0358
H 5.52154 -0.29101 -1.20654  0.0195
H 2.39662 2.74558 -1.11285  -0.0296
H 3.46993 4.04607 -0.52885  0.0167
H 3.75665 3.30153 -2.11399  0.0421
H 7.46424 1.81873 3.39186  0.0140
H 8.33049 0.27137 3.18309  0.0368
H 7.90852 1.24793 1.75183  0.0100
H 4.60227 -1.18342 4.37018  -0.0099
H 6.35237 -1.20383 4.75986  0.0324
H 5.39631 0.28233 5.03826  0.0151
H 5.33623 -2.13931 1.51861  -0.0143
H 6.55705 -1.22755 0.56854  0.0148
H 7.05349 -2.12457 2.03557  0.0322

* Kohn-Sham gap: 5.68 eV
* HOMO level: -6.229 eV
* E: -2715.71425 a.u.


C4H36N2O14S | ωB97M-V with the def2-TZVPD basis set

Last column: Löwdin charge in e.
Geometry (Å):
O -1.18104 -0.35606 -1.18469  -0.0158
C -0.64377 -0.34061 -0.08195  -0.4369
N -1.29682 -0.52289 1.01508  0.0663
C -0.73167 -0.82377 2.32437  -0.2179
C -0.78864 -2.26865 2.78966  -0.5753
S -2.39716 -2.89949 3.06812  0.7981
C 0.89698 -0.03912 -0.21518  -0.0787
N 1.53645 -0.69701 -1.45749  0.0823
H -2.32740 -0.70310 0.89785  0.1305
H -1.33809 -0.11643 3.15221  0.1652
H 0.25787 -0.33756 2.34935  0.1108
H -0.44724 -2.42759 3.76680  0.0398
H -0.31722 -2.96676 2.13050  0.0543
H -2.87458 -2.37278 1.99521  -0.1968
H 1.44751 -0.22933 0.72179  0.0894
H 1.03613 0.97226 -0.36206  0.0672
H 1.41166 -1.66495 -1.40612  0.0453
H 0.98485 -0.33289 -2.15009  0.0049
H -3.10965 -1.98512 -1.62051  -0.0016
H -3.72030 -1.77546 -0.41614  -0.0021
O -3.46482 -2.50542 -0.93744  -0.0074
H 3.23985 -3.12230 0.33342  0.0345
H 2.88511 -2.58682 1.55620  0.0229
O 2.44441 -3.08336 0.85917  -0.0509
H 4.48674 -0.09477 2.17066  0.0444
H 3.99422 0.51400 0.91565  -0.0371
O 4.27809 -0.31930 1.25961  -0.0422
H 2.96899 2.06014 -2.60136  0.0423
H 2.13677 3.24290 -3.56798  0.0143
O 2.54265 2.94361 -2.81444  -0.0523
H 2.80650 -0.15523 -3.56730  0.0484
H 3.60068 0.02767 -2.41760  0.0378
O 3.48640 0.46597 -3.27634  -0.0622
H 1.33733 3.25164 -1.51395  0.0298
H -0.19314 2.88018 -1.90351  -0.0616
O 0.34897 3.52523 -1.53525  -0.0959
H 3.16239 2.12413 0.80468  0.0441
H 3.31901 2.17589 -0.75834  -0.0257
O 3.77208 2.27064 0.04577  -0.0423
H -1.03830 1.79780 -3.66484  0.0267
H -1.06686 0.72308 -2.40024  0.0863
O -0.48325 1.43875 -2.98965  -0.1127
H 1.58036 3.91949 0.04932  0.0748
H 1.92308 4.44549 1.44144  -0.0209
O 2.01203 3.70541 0.95366  -0.0386
H -1.11840 3.52637 3.28257  0.0657
H -1.97689 2.24236 3.57580  0.0561
O -1.50229 2.72460 2.87016  -0.0700
H -0.10239 -3.93933 -0.41254  -0.0281
H -1.56226 -4.13953 -0.96196  0.0512
O -0.63877 -4.52517 -0.90374  -0.0601
H -3.47205 2.06986 0.51942  0.0720
H -2.42562 1.88466 1.26664  0.0339
O -3.11982 1.24921 0.93665  -0.0868
H -3.07166 0.59607 -1.96983  0.0013
H -3.86417 0.96413 -3.03442  0.0175
O -4.02879 0.62790 -2.17033  -0.0381

* ΔE to the lowest compared entry with this formula, charge and spin: 632.8 kJ/mol
* Kohn-Sham gap: 9.35 eV
* HOMO level: -9.472 eV
* E: -1734.93913 a.u.


C5H6O2 | ωB97M-V with the def2-TZVPD basis set

Last column: Löwdin charge in e.
Geometry (Å):
C -0.94644 2.18832 -0.64530  0.1435
C -0.55437 1.14107 -0.20191  -0.0737
C -0.04451 -0.11481 0.36348  -0.3750
C -1.15400 -1.05400 0.81891  -0.0301
O 0.72969 -0.83306 -0.62382  -0.0057
C 1.96576 -0.35351 -0.81979  -0.3353
O 2.43021 0.61852 -0.28636  0.0810
H -1.27784 3.12073 -1.04641  0.0327
H 0.64465 0.14000 1.17606  0.1488
H -1.75060 -0.58043 1.60452  0.0901
H -0.73121 -1.98358 1.21293  0.0859
H -1.81475 -1.29653 -0.01864  0.0905
H 2.50341 -0.99273 -1.53367  0.1473

* ΔE to the lowest compared entry with this formula, charge and spin: 178.3 kJ/mol
* Kohn-Sham gap: 11.31 eV
* HOMO level: -10.338 eV
* E: -344.53399 a.u.


C5HN3O | ωB97M-V with the def2-TZVPD basis set

Last column: Löwdin charge in e.
Geometry (Å):
C -0.28279 -1.53272 -0.43269  -0.1843
C 0.71751 0.05461 1.54574  -0.0571
C 1.13701 0.31204 -1.10616  -0.1776
C -1.11385 0.81838 -0.09505  -0.2431
C 0.01512 -0.14754 -0.35954  -0.2107
N -0.56268 -2.64027 -0.49125  0.2391
N 1.10957 0.13624 2.60455  0.1075
N 2.03174 0.68615 -1.71176  0.2430
O -1.04035 1.99618 -0.26696  0.1337
H -2.01128 0.31692 0.31312  0.1494

* ΔE to the lowest compared entry with this formula, charge and spin: 186.6 kJ/mol
* Kohn-Sham gap: 9.15 eV
* HOMO level: -12.134 eV
* E: -430.48260 a.u.


C4H6CrF6N3O6S2 | ωB97M-V with the def2-TZVPD basis set

Last column: Mulliken spin population.
Geometry (Å):
Cr -0.26393 -0.48603 -0.16502  3.9762
F -1.72340 -4.73626 -1.75658  0.0001
C -1.20837 -3.65555 -2.30935  0.0098
F -2.15503 -2.75132 -2.50953  0.0043
F -0.61620 -3.94814 -3.44898  0.0006
S 0.06300 -2.99096 -1.14177  -0.0493
O -0.69507 -2.53659 0.05604  0.0190
O 1.09401 -3.94612 -1.00863  0.0013
N 0.42939 -1.57428 -1.83086  0.0264
S 1.92073 -0.92375 -1.85932  -0.0346
O 1.94522 -0.08930 -0.65593  0.0281
O 3.00399 -1.76156 -2.20081  0.0044
C 1.66270 0.26067 -3.25156  0.0039
F 0.64181 1.08317 -2.96437  0.0021
F 2.76970 0.97322 -3.36698  -0.0004
F 1.40012 -0.38082 -4.36761  0.0001
C -1.67346 3.00185 3.45628  -0.0011
O -1.14891 1.68961 3.14973  0.0016
C -1.00460 1.29763 1.92004  0.0090
O -0.55376 0.16701 1.69407  -0.0153
N -1.35493 2.11222 0.89571  -0.0033
N -1.12612 1.63210 -0.40678  0.0120
H -1.70247 3.04469 4.53845  0.0002
H -2.68211 3.10596 3.05785  0.0001
H -0.99881 3.76972 3.07826  0.0001
H -1.65672 3.06384 1.03063  0.0008
H -0.44314 2.22594 -0.87344  0.0011
H -1.99323 1.66805 -0.93607  0.0028

* multiplicity: 5
* Kohn-Sham gap (alpha / beta): 9.73 / 11.34 eV
* net charge: +1
* HOMO level (alpha / beta): -13.328 / -14.955 eV
* E: -3211.54049 a.u.